{"formula": "C5H4", "method": "ωB97M-V/def2-TZVPD", "multiplicity": 1, "homo_lumo_gap_ev": [10.1868, 10.2068], "de_lowest_kcal_mol": 7.6, "smiles": "C#CC#CC", "e_tot_ha": -192.78198, "e_lumo_ev": [0.9, 0.9], "symbols": ["C", "C", "C", "C", "C", "H", "H", "H", "H"], "positions_angstrom": [[3.018, 0.121, -0.016], [1.877, 0.411, -0.282], [0.509, 0.554, -0.431], [-0.688, 0.408, -0.336], [-1.958, -0.192, 0.101], [4.033, -0.127, 0.216], [-1.625, -0.906, 0.855], [-2.485, -0.748, -0.680], [-2.681, 0.479, 0.575]], "forces_ev_per_angstrom": [[-0.19, 0.22, -0.18], [0.36, -0.10, 0.11], [-0.43, -0.18, 0.14], [0.34, -0.25, 0.19], [-0.03, 0.02, 0.00], [-0.27, 0.12, -0.11], [-0.33, -0.14, 0.08], [0.23, 0.18, -0.04], [0.32, 0.15, -0.19]]}

=====

{"formula": "C7H13N", "method": "ωB97M-V/def2-TZVPD", "multiplicity": 2, "homo_lumo_gap_ev": [8.0637, 3.8938], "de_lowest_kcal_mol": 76.6, "e_tot_ha": -328.84627, "total_charge": 1, "s_squared": 0.769, "e_lumo_ev": [-4.7, -8.8], "symbols": ["C", "C", "C", "C", "H", "H", "H", "H", "H", "H", "H", "H", "C", "C", "C", "N", "H", "H", "H", "H", "H"], "positions_angstrom": [[-2.455, -1.265, -0.685], [-1.439, -1.056, -1.800], [-1.186, 0.396, -1.982], [0.024, 0.886, -1.721], [-3.315, -0.530, -0.827], [-2.765, -2.323, -0.663], [-1.937, -1.029, 0.274], [-1.878, -1.448, -2.700], [-0.509, -1.607, -1.560], [-1.870, 1.147, -2.367], [0.263, 1.926, -1.841], [0.786, 0.218, -1.359], [2.408, 0.515, 2.489], [3.108, -0.136, 1.555], [0.229, 1.002, 1.861], [1.006, 0.313, 2.633], [2.924, 1.171, 3.213], [2.677, -0.847, 0.826], [4.191, 0.004, 1.475], [-0.844, 0.826, 1.938], [0.581, 1.836, 1.238]], "forces_ev_per_angstrom": [[-0.29, 0.56, 0.49], [-0.60, 0.08, 0.25], [1.68, 0.60, -0.04], [-0.35, 0.00, 0.33], [0.86, -1.26, 0.35], [-0.25, 0.61, 0.13], [-0.61, -0.14, -0.38], [0.03, -0.36, -0.58], [-0.38, 0.37, -0.35], [-0.65, -0.64, 0.01], [0.15, 0.33, -0.10], [0.47, -0.14, 0.01], [-2.42, 0.16, 2.60], [1.35, -1.64, -1.94], [-0.68, -0.98, 1.73], [2.49, 2.86, -3.01], [-0.56, -0.52, -0.12], [0.03, 0.44, 0.67], [-0.45, 0.21, 0.01], [0.17, -0.03, -0.18], [0.02, -0.50, 0.12]]}

=====

{"formula": "C4H9NO2", "method": "ωB97M-V/def2-TZVPD", "multiplicity": 1, "homo_lumo_gap_ev": 8.6782, "de_lowest_kcal_mol": 132.0, "smiles": "C=CNO.CC=O", "e_tot_ha": -362.87512, "e_lumo_ev": 0.9, "symbols": ["C", "C", "N", "O", "H", "H", "H", "H", "H", "C", "C", "O", "H", "H", "H", "H"], "positions_angstrom": [[1.368, 0.646, 1.805], [1.268, -0.059, 0.661], [0.910, 0.640, -0.518], [0.881, -0.170, -1.668], [1.983, 0.301, 2.617], [0.787, 1.545, 1.944], [1.911, -0.905, 0.458], [0.544, 1.587, -0.443], [1.002, 0.376, -2.464], [-1.367, -1.243, -0.549], [-1.489, 0.378, -0.074], [-1.668, 1.369, -0.730], [-1.495, -1.175, -1.629], [-0.577, -1.934, -0.261], [-2.265, -1.697, -0.136], [-1.791, 0.342, 0.987]], "forces_ev_per_angstrom": [[-0.74, -0.99, -0.11], [1.84, 2.81, -1.13], [1.34, -1.14, 1.49], [-0.60, 0.40, -0.33], [-0.22, -0.23, 0.20], [0.16, 0.28, 0.00], [-0.41, -0.40, 0.05], [-0.12, -0.72, -0.80], [0.14, 0.14, 0.67], [-1.07, 2.53, -0.58], [-1.45, -3.05, 0.27], [0.16, -0.76, -0.31], [0.25, -0.45, 0.00], [0.49, 0.80, 0.07], [-0.35, 0.23, 0.14], [0.57, 0.53, 0.37]]}

=====

{"formula": "C3H6ClNO", "method": "ωB97M-V/def2-TZVPD", "multiplicity": 1, "homo_lumo_gap_ev": 9.9950, "de_lowest_kcal_mol": 51.7, "smiles": "CCN(Cl)C=O", "e_tot_ha": -708.03171, "e_lumo_ev": 0.3, "symbols": ["C", "C", "N", "Cl", "C", "O", "H", "H", "H", "H", "H", "H"], "positions_angstrom": [[0.703, -0.263, 1.508], [0.544, -0.445, 0.077], [-0.550, 0.459, -0.598], [-1.398, 1.535, 0.532], [-0.919, 0.423, -1.852], [-0.395, -0.292, -2.683], [-0.291, -0.603, 1.875], [1.383, -1.059, 1.726], [0.890, 0.664, 2.009], [1.384, -0.191, -0.544], [0.302, -1.439, -0.080], [-1.653, 1.212, -1.970]], "forces_ev_per_angstrom": [[-2.08, -1.09, 1.31], [-0.77, 3.47, -2.95], [1.25, -0.63, 4.99], [0.46, -0.77, -1.27], [0.15, 0.36, -1.39], [-0.35, -0.01, 0.01], [0.68, 0.14, 0.49], [0.76, -0.21, 0.92], [0.61, 0.57, -0.36], [0.73, -0.08, -0.06], [-0.72, -1.87, -0.69], [-0.72, 0.11, -1.01]]}